1.
The following is a DFT calculation (the ωB97M-V functional and the def2-TZVPD basis) of C3H8N2S in the gas phase.

```
14
Properties=species:S:1:pos:R:3:nbo_charge:R:1
C -1.24530 0.11240 -0.25197 0.050
C -0.03501 -0.68391 -0.76943 -0.495
C 1.08474 0.27003 -1.20040 -0.534
H -0.47488 -1.15013 1.85286 0.354
H -0.90040 0.17421 2.84343 0.370
H -2.02784 0.40322 -0.94229 0.193
H -0.42059 -1.34104 -1.54930 0.223
H 0.44529 -1.34227 -0.04766 0.219
H 0.80400 1.04509 -1.99255 0.216
H 1.83763 -0.36405 -1.72306 0.226
H 0.90167 1.47179 0.78118 0.138
N -0.54735 -0.10847 1.93326 -0.688
N -1.42345 0.44356 0.95337 -0.248
S 2.00149 1.06958 0.11257 -0.024
```

Computed properties:
**HOMO-LUMO gap**: 9.6 eV
**Electronic energy**: -626.7443 Eh
**Total charge**: 0
**Energy relative to the best compared isomer or geometry (same formula, charge and spin)**: 2.150 eV
**HOMO energy**: -8.57 eV


2.
The following is a DFT calculation (the ωB97M-V functional and the def2-TZVPD basis) of C3H8N2S in the gas phase.

```
14
Properties=species:S:1:pos:R:3:nbo_charge:R:1
C -1.33632 -1.11071 -0.70916 -0.442
C 0.02480 0.32551 0.79366 0.439
C 1.13465 1.34094 0.95471 -0.678
H -0.67461 -2.14478 -0.92377 0.193
H -2.08987 -1.10839 0.05942 0.217
H -1.68850 -0.97892 -1.78748 0.237
H 1.58107 -0.06885 -1.91861 0.089
H 1.57911 1.14945 1.91663 0.247
H 0.63437 2.27974 0.68723 0.237
H 2.02813 1.03723 0.25310 0.227
H -0.96268 -0.99823 1.25449 0.313
N -0.41303 -0.00870 -0.51219 -0.601
N -0.27653 -0.46143 1.71756 -0.666
S 0.45940 0.74715 -1.78559 0.190
```

Computed properties:
**HOMO-LUMO gap**: 9.7 eV
**Electronic energy**: -626.7228 Eh
**Total charge**: 0
**Energy relative to the best compared isomer or geometry (same formula, charge and spin)**: 2.735 eV
**HOMO energy**: -9.05 eV


3.
The following is a DFT calculation (the ωB97M-V functional and the def2-TZVPD basis) of C3H8N2S2 in the gas phase.

```
15
Properties=species:S:1:pos:R:3:nbo_charge:R:1
C -2.01267 1.15752 -1.44834 -0.409
C 0.49881 -0.07632 0.18680 -0.063
C 1.70326 -1.84832 1.97049 -0.752
H -2.23620 0.13876 -1.33404 0.195
H -2.40786 1.71354 -0.64540 0.195
H -2.40358 1.49848 -2.35667 0.200
H -0.02261 0.98463 -2.21333 0.372
H 0.32859 1.93388 0.26401 0.390
H 0.93775 -2.59416 2.13068 0.236
H 2.36348 -2.05728 1.08986 0.255
H 2.21198 -1.82360 2.96713 0.230
N -0.54554 1.47224 -1.47798 -0.441
N 0.01119 1.09982 -0.20759 -0.450
S 0.38152 -1.45797 -0.76545 -0.227
S 1.19186 -0.14121 1.83983 0.268
```

Computed properties:
**HOMO-LUMO gap**: 9.2 eV
**Electronic energy**: -1024.9458 Eh
**Total charge**: 0
**Energy relative to the best compared isomer or geometry (same formula, charge and spin)**: 1.501 eV
**HOMO energy**: -8.44 eV


4.
The following is a DFT calculation (the ωB97M-V functional and the def2-TZVPD basis) of 2 unconnected molecules or ions with the total composition C3H8N3.

```
14
Properties=species:S:1:pos:R:3:nbo_charge:R:1
C -2.02167 -0.93020 0.54146 -0.260
C -0.91987 -0.14291 0.08317 0.083
C -1.08938 1.04169 -0.90448 -0.619
N 1.50456 0.58297 0.60357 0.257
N 0.41057 0.20942 0.56488 0.034
N 2.62721 -0.14690 -0.80800 -0.907
H -1.78562 -1.83415 1.15758 0.236
H -2.99455 -0.90949 0.23152 0.242
H -1.03187 1.89796 -0.29781 0.233
H -2.10762 1.07123 -1.22949 0.257
H -0.30076 1.03501 -1.64940 0.226
H 2.43018 -1.02458 -1.26508 0.404
H 3.43562 -0.11004 -0.20817 0.416
H 2.52628 0.58554 -1.48159 0.398
```

Computed properties:
**HOMO-LUMO gap (spin up / spin down)**: 9.0 / 9.0 eV
**Electronic energy**: -282.9743 Eh
**Total charge**: +1
**Energy relative to the best compared isomer or geometry (same formula, charge and spin)**: 5.157 eV
**HOMO energy (spin up / spin down)**: -14.05 / -14.05 eV


5.
The following is a DFT calculation (the ωB97M-V functional and the def2-TZVPD basis) of a molecular structure, C3H8N3.

```
14
Properties=species:S:1:pos:R:3:nbo_charge:R:1
C 0.26234 -0.25517 0.25500 0.509
C 0.87930 -1.50099 0.58175 -0.720
C -1.34841 1.52048 0.33097 -0.426
N 2.37394 0.56596 -0.91096 -0.286
N 1.26473 0.89632 -1.00174 0.018
N -0.80463 0.15257 0.71420 -0.472
H 0.12331 -2.20099 0.98213 0.250
H 1.32258 -1.88788 -0.26350 0.266
H 1.62899 -1.23717 1.20070 0.273
H -1.93075 2.02743 1.04993 0.249
H -2.20201 1.35717 -0.40981 0.237
H -0.52557 2.03152 -0.15009 0.246
H 3.17681 0.90607 -1.58043 0.424
H -1.35136 -0.48877 1.36786 0.432
```

Computed properties:
**HOMO-LUMO gap**: 9.3 eV
**Electronic energy**: -282.9837 Eh
**Total charge**: +1
**Energy relative to the best compared isomer or geometry (same formula, charge and spin)**: 4.899 eV
**HOMO energy**: -13.60 eV


6.
The following is a DFT calculation (the ωB97M-V functional and the def2-TZVPD basis) of a molecular structure, C3H8N3.

```
14
Properties=species:S:1:pos:R:3:nbo_charge:R:1
C -2.25077 0.52112 -0.64404 0.386
C -0.26074 0.48659 -0.29291 0.317
C 1.71207 -0.58513 0.54002 -0.410
N -1.22649 0.48648 -1.51753 -0.555
N -1.57844 0.39126 0.46689 -0.549
N 0.46221 -0.58805 -0.08609 -0.595
H -3.20111 0.83229 -0.90113 0.241
H 0.12437 1.47220 -0.18015 0.242
H 2.14141 0.40759 0.53390 0.216
H 1.62005 -0.91332 1.59644 0.198
H 2.43931 -1.23990 0.12638 0.224
H -1.07369 0.12907 -2.41018 0.440
H -1.89351 0.70909 1.41219 0.446
H -0.05057 -1.42806 -0.17833 0.401
```

Computed properties:
**HOMO-LUMO gap**: 9.9 eV
**Electronic energy**: -283.0683 Eh
**Total charge**: +1
**Energy relative to the best compared isomer or geometry (same formula, charge and spin)**: 2.598 eV
**HOMO energy**: -13.90 eV


7.
The following is a DFT calculation (the ωB97M-V functional and the def2-TZVPD basis) of a gas-phase ion, C3H8N3 (charge +1).

```
14
Properties=species:S:1:pos:R:3:nbo_charge:R:1
C 0.22447 -1.41281 -0.06104 0.165
C 2.02961 0.03424 0.05377 -0.149
C -1.95737 -0.24035 0.03344 -0.486
N 1.48966 -1.30086 -0.01610 -0.271
N -0.65449 -0.49739 -0.36492 -0.115
N 1.04767 1.02751 -0.20181 -0.572
H -0.12313 -2.43763 0.10016 0.273
H 2.52741 0.15958 1.02176 0.247
H 2.80742 0.02152 -0.72864 0.273
H -2.29784 0.68104 -0.45327 0.252
H -2.61511 -1.02745 -0.36638 0.291
H -2.11110 -0.20556 1.11932 0.241
H 0.81006 1.71288 0.50292 0.426
H 0.84188 1.28695 -1.15612 0.426
```

Computed properties:
**HOMO-LUMO gap (spin up / spin down)**: 7.4 / 7.7 eV
**Electronic energy**: -282.9827 Eh
**Total charge**: +1
**Energy relative to the best compared isomer or geometry (same formula, charge and spin)**: 4.927 eV
**HOMO energy (spin up / spin down)**: -14.60 / -14.83 eV


8.
The following is a DFT calculation (the ωB97M-V functional and the def2-TZVPD basis) of a gas-phase ion, C3H8N3 (charge +1).

```
14
Properties=species:S:1:pos:R:3:nbo_charge:R:1
C 0.78549 -0.87858 0.07890 0.252
C 0.54972 0.59092 -0.22666 -0.079
C -0.39475 -0.19882 0.60544 -0.186
N 1.36987 -1.89929 -0.23853 -0.472
N 1.24133 1.72566 0.20925 -0.834
N -1.70914 -0.29884 -0.11357 -0.652
H 0.27073 0.62555 -1.32783 0.213
H -0.53059 0.15113 1.57670 0.260
H 0.91121 -2.77609 0.10900 0.362
H 1.72708 2.19429 -0.58836 0.408
H 1.78355 1.67003 1.05525 0.400
H -1.92826 -1.18826 -0.45654 0.435
H -1.49520 0.13895 -0.95363 0.431
H -2.58105 0.14336 0.27059 0.463
```

Computed properties:
**HOMO-LUMO gap**: 9.0 eV
**Electronic energy**: -283.0112 Eh
**Total charge**: +1
**Energy relative to the best compared isomer or geometry (same formula, charge and spin)**: 4.151 eV
**HOMO energy**: -12.93 eV


9.
The following is a DFT calculation (the ωB97M-V functional and the def2-TZVPD basis) of a gas-phase ion, C3H8N3O (charge +1).

```
15
Properties=species:S:1:pos:R:3:nbo_charge:R:1
C -1.84552 1.12634 -0.17488 0.366
C 0.15361 0.13904 0.70143 0.156
C -0.04014 -1.47901 -1.05792 -0.451
N -1.24687 1.19368 0.99165 -0.437
N -0.02448 -0.10919 -0.68295 -0.187
N 1.51400 0.68649 0.91830 -0.722
O -1.25582 0.56072 -1.16127 -0.300
H -2.71954 1.79116 -0.30895 0.260
H -0.00678 -0.77962 1.27578 0.216
H -0.45062 -2.09396 -0.22136 0.194
H -0.70738 -1.68652 -1.98442 0.272
H 0.98935 -1.69139 -1.30373 0.225
H 2.06905 1.00268 0.07113 0.475
H 2.03393 -0.14408 1.29144 0.453
H 1.53722 1.48367 1.64574 0.479
```

Computed properties:
**HOMO-LUMO gap**: 10.2 eV
**Electronic energy**: -358.2294 Eh
**Total charge**: +1
**Energy relative to the best compared isomer or geometry (same formula, charge and spin)**: 4.545 eV
**HOMO energy**: -14.02 eV


10.
The following is a DFT calculation (the ωB97M-V functional and the def2-TZVPD basis) of 2 unconnected molecules or ions with the total composition C3H8N3O.

```
15
Properties=species:S:1:pos:R:3:nbo_charge:R:1
C 0.62336 0.77784 0.06626 0.630
C 2.12337 -0.68250 0.09246 -0.296
C 0.61194 -0.77475 0.05266 0.217
N 1.95765 0.76300 0.04547 -0.548
N -2.57297 0.58985 -0.03473 -0.867
N -0.33227 -1.49880 -0.33201 -0.583
O -0.23205 1.64874 0.05673 -0.618
H 2.63637 -0.87273 1.02889 0.228
H 2.84337 -1.18826 -0.67215 0.241
H 2.69871 1.34727 0.32674 0.433
H -3.38415 1.00659 0.49640 0.437
H -1.69669 1.06888 0.27374 0.468
H -2.53049 -0.37263 0.25200 0.446
H -2.75889 0.61159 -0.97856 0.432
H 0.01275 -2.42408 -0.67389 0.380
```

Computed properties:
**HOMO-LUMO gap**: 10.5 eV
**Electronic energy**: -358.3462 Eh
**Total charge**: +1
**Energy relative to the best compared isomer or geometry (same formula, charge and spin)**: 1.368 eV
**HOMO energy**: -14.28 eV


Q: Number 1 is which compound?
A: C3H8N2S


Copy entry 9 word for word.
The following is a DFT calculation (the ωB97M-V functional and the def2-TZVPD basis) of a gas-phase ion, C3H8N3O (charge +1).

```
15
Properties=species:S:1:pos:R:3:nbo_charge:R:1
C -1.84552 1.12634 -0.17488 0.366
C 0.15361 0.13904 0.70143 0.156
C -0.04014 -1.47901 -1.05792 -0.451
N -1.24687 1.19368 0.99165 -0.437
N -0.02448 -0.10919 -0.68295 -0.187
N 1.51400 0.68649 0.91830 -0.722
O -1.25582 0.56072 -1.16127 -0.300
H -2.71954 1.79116 -0.30895 0.260
H -0.00678 -0.77962 1.27578 0.216
H -0.45062 -2.09396 -0.22136 0.194
H -0.70738 -1.68652 -1.98442 0.272
H 0.98935 -1.69139 -1.30373 0.225
H 2.06905 1.00268 0.07113 0.475
H 2.03393 -0.14408 1.29144 0.453
H 1.53722 1.48367 1.64574 0.479
```

Computed properties:
**HOMO-LUMO gap**: 10.2 eV
**Electronic energy**: -358.2294 Eh
**Total charge**: +1
**Energy relative to the best compared isomer or geometry (same formula, charge and spin)**: 4.545 eV
**HOMO energy**: -14.02 eV


Q: Which value of total charge does entry 6 give?
A: +1